{
  "formula": "C10H15N3O",
  "method": "ωB97M-V/def2-TZVPD",
  "de_lowest_kcal_mol": 89.8,
  "lumo_ev": [-0.2, -0.2],
  "orbital_gap_ev": [9.0, 9.0],
  "spin_multiplicity": 1,
  "smiles": "CC(C)(C#N)/C(C#N)=[N+](/[O-])C(C)(C)C",
  "elements": ["C", "C", "C", "C", "C", "C", "C", "C", "C", "C", "N", "N", "N", "O", "H", "H", "H", "H", "H", "H", "H", "H", "H", "H", "H", "H", "H", "H", "H"],
  "positions_angstrom": [[2.026, 1.694, -0.078], [1.296, -1.524, -0.901], [1.014, 0.709, -0.017], [1.048, -1.393, 1.552], [3.144, -0.544, 0.186], [-1.449, -0.995, -0.821], [-2.247, 0.581, 1.016], [-2.378, 1.294, -1.328], [1.579, -0.678, 0.197], [-1.588, 0.447, -0.281], [2.772, 2.543, -0.169], [1.240, -2.271, -1.756], [-0.209, 1.205, -0.189], [-0.325, 2.469, -0.246], [0.743, -0.576, 2.245], [1.903, -1.908, 2.004], [0.105, -1.989, 1.615], [3.547, 0.149, 0.901], [3.523, -0.104, -0.703], [3.591, -1.451, 0.477], [-0.827, -0.940, -1.645], [-0.822, -1.681, -0.236], [-2.424, -1.325, -0.999], [-2.063, -0.138, 1.776], [-3.339, 0.667, 0.801], [-1.978, 1.541, 1.468], [-1.798, 1.584, -2.214], [-3.156, 0.617, -1.725], [-2.928, 2.017, -0.933]]
}

***

{
  "formula": "C3H5CdO4",
  "method": "ωB97M-V/def2-TZVPD",
  "de_lowest_kcal_mol": 0.0,
  "lumo_ev": [0.5, -1.5],
  "orbital_gap_ev": [8.4, 8.3],
  "spin_multiplicity": 2,
  "elements": ["O", "C", "C", "O", "O", "C", "H", "H", "H", "H", "O", "H", "Cd"],
  "positions_angstrom": [[-0.326, -2.126, 0.707], [0.213, -1.459, -0.152], [-0.323, 1.442, 0.412], [0.909, 0.880, 0.710], [-0.370, -0.553, -0.936], [-1.204, 0.413, -0.284], [-0.262, 2.344, -0.227], [-0.860, 1.748, 1.331], [-1.828, 0.874, -1.060], [-1.824, -0.114, 0.452], [1.398, -1.790, -0.715], [1.923, -2.286, -0.075], [2.555, 0.626, -0.162]]
}

***

{
  "formula": "C4H3N3O",
  "method": "ωB97M-V/def2-TZVPD",
  "de_lowest_kcal_mol": 123.1,
  "lumo_ev": -1.6,
  "orbital_gap_ev": 8.5,
  "spin_multiplicity": 1,
  "smiles": "O=c1cccnnn1",
  "elements": ["C", "C", "C", "C", "H", "H", "H", "N", "N", "N", "O"],
  "positions_angstrom": [[0.037, 0.421, -1.441], [-1.015, 0.134, -0.512], [-0.709, -0.257, 0.667], [0.467, -0.123, 1.384], [-2.107, 0.526, -0.938], [-1.589, -0.566, 1.373], [0.207, -0.060, 2.485], [1.756, -0.390, 1.157], [1.941, -0.714, -0.389], [1.212, -0.214, -1.396], [-0.201, 1.243, -2.389]]
}

***

{
  "formula": "C5H8BrCl",
  "method": "ωB97M-V/def2-TZVPD",
  "de_lowest_kcal_mol": 8.5,
  "lumo_ev": [0.8, -0.7],
  "orbital_gap_ev": [7.1, 8.4],
  "spin_multiplicity": 3,
  "elements": ["C", "C", "C", "C", "C", "Cl", "Br", "H", "H", "H", "H", "H", "H", "H", "H"],
  "positions_angstrom": [[0.896, 1.379, -1.056], [0.142, 0.781, -0.004], [-1.860, -0.568, 0.797], [2.687, -0.963, -0.201], [-1.104, 0.259, -0.244], [2.240, -0.361, -1.608], [-1.760, 0.197, -1.953], [1.788, 1.964, -0.875], [0.409, 1.570, -2.012], [0.680, 0.540, 0.923], [-1.541, -1.561, 0.687], [-1.599, -0.349, 1.821], [-2.959, -0.708, 0.911], [3.698, -0.767, 0.283], [1.969, -1.619, 0.348]]
}